1.
Below is a 7-piece molecular cluster, C26H44N2O15 overall, with properties calculated with ωB97M-V/def2-TZVPD.

Properties
Relative energy (zero: lowest compared OMol25 entry of this formula, charge and spin) (kJ/mol): 0.00
LUMO level (Ha): -0.0094
HOMO level (eV): -10.56

Last column: Mulliken charge in e.
CARTESIAN COORDINATES (ANGSTROEM)
C1 -3.94 1.24 1.54  -1.071
C2 -4.06 1.76 3.02  0.491
C3 -4.83 3.11 3.05  -0.435
O1 -5.99 2.74 3.79  -0.325
C4 -6.02 1.50 4.14  0.535
O2 -6.95 1.04 4.82  -0.624
O3 -4.91 0.81 3.75  -0.212
H1 -3.31 0.36 1.62  -0.183
H2 -3.43 1.99 0.97  0.387
H3 -4.85 0.98 1.13  0.569
H4 -3.07 1.83 3.51  0.193
H5 -4.92 3.53 2.06  0.285
H6 -4.29 3.85 3.58  0.332
C5 -0.05 1.01 1.06  0.172
C6 1.39 1.51 1.24  0.518
C7 1.58 3.02 0.81  0.025
O4 2.27 3.58 1.92  -0.362
C8 2.39 2.68 2.90  0.428
O5 2.85 2.98 4.01  -0.617
O6 1.84 1.49 2.60  -0.435
H7 -0.62 1.13 1.98  -0.088
H8 -0.05 0.00 0.90  -0.064
H9 -0.43 1.51 0.21  -0.287
H10 2.02 0.89 0.63  0.156
H11 0.62 3.55 0.80  0.084
H12 2.17 3.12 -0.10  0.303
C9 1.24 3.06 -3.92  -1.434
C10 0.40 2.66 -2.71  1.302
C11 -0.71 3.69 -2.29  -0.497
O7 -1.64 2.78 -1.68  -0.260
C12 -1.55 1.62 -2.24  0.537
O8 -2.39 0.71 -2.10  -0.628
O9 -0.40 1.51 -2.94  -0.295
H13 1.89 2.24 -4.24  0.055
H14 1.82 3.88 -3.52  0.441
H15 0.67 3.33 -4.79  0.406
H16 1.07 2.46 -1.88  -0.367
H17 -1.17 4.35 -3.09  0.347
H18 -0.22 4.31 -1.54  0.316
C13 0.23 -0.32 4.72  -0.248
O10 -1.13 -0.24 4.48  -0.277
C14 -1.69 -1.25 3.78  0.895
O11 -0.95 -2.28 3.16  -0.647
O12 -3.01 -1.14 3.71  -0.165
C15 -3.77 -2.08 3.00  -0.761
H19 0.55 -1.33 4.93  0.372
H20 0.53 0.28 5.56  0.346
H21 0.85 -0.02 3.87  -0.157
H22 -4.81 -1.95 3.17  0.286
H23 -3.53 -3.14 3.29  0.348
H24 -3.55 -2.01 2.02  0.214
C16 4.24 -3.52 -1.84  -0.352
O13 4.04 -3.73 -0.48  -0.365
C17 3.27 -2.86 0.20  0.600
O14 2.69 -1.79 -0.52  -0.347
O15 3.16 -3.05 1.47  -0.295
C18 2.70 -2.00 2.26  -0.540
H25 4.80 -4.27 -2.35  0.303
H26 4.70 -2.53 -2.03  0.166
H27 3.25 -3.46 -2.30  0.100
H28 2.84 -1.00 1.81  0.178
H29 3.20 -2.01 3.21  0.362
H30 1.64 -1.97 2.40  0.217
C19 -1.55 -2.06 -0.12  -0.876
C20 -0.82 -2.35 -1.46  0.477
C21 -0.26 -3.77 -1.47  -0.097
C22 -1.13 -4.84 -1.10  -0.008
N1 -1.80 -5.71 -0.76  -0.537
H31 -0.80 -2.17 0.66  0.053
H32 -2.34 -2.77 0.12  0.581
H33 -1.89 -1.01 -0.22  0.032
H34 0.00 -1.59 -1.61  -0.432
H35 -1.59 -2.11 -2.24  0.467
H36 0.65 -3.97 -0.96  -0.111
H37 -0.12 -4.07 -2.45  0.422
C23 3.89 0.42 -5.59  -1.375
C24 3.60 0.00 -4.09  -0.628
C25 2.24 -0.53 -3.80  1.432
C26 1.94 -1.81 -4.48  -0.227
N2 1.80 -2.84 -4.96  -0.597
H38 3.20 1.13 -5.97  0.320
H39 3.83 -0.42 -6.25  0.396
H40 4.89 0.75 -5.67  0.393
H41 3.62 0.91 -3.47  0.374
H42 4.41 -0.64 -3.67  0.301
H43 1.44 0.04 -4.19  0.061
H44 2.15 -0.71 -2.73  -0.353

2.
Below is a 2-piece molecular cluster, C6H6F3N4O2 overall, with properties calculated with ωB97M-V/def2-TZVPD.

Properties
Spin multiplicity: 3
Total charge: +1
LUMO level (alpha / beta) (Ha): -0.1768 / -0.3070
HOMO level (alpha / beta) (eV): -11.25 / -14.73

Last column: Mulliken charge in e.
CARTESIAN COORDINATES (ANGSTROEM)
C1 -0.07 -2.74 1.14  0.436
C2 -0.29 -0.79 -1.76  -0.355
C3 -0.01 0.30 -0.77  0.886
C4 -2.26 0.46 -0.45  0.158
C5 1.35 1.63 0.65  -0.581
C6 -3.52 1.16 0.06  0.826
N1 -1.08 0.93 -0.21  -0.373
N2 -0.36 -3.85 0.96  -0.214
N3 -2.46 -0.61 -1.27  0.310
N4 -1.49 -1.24 -1.80  -0.595
O1 0.00 -1.58 0.96  -0.438
O2 1.14 0.65 -0.37  -0.277
F1 -4.02 2.01 -0.84  -0.213
F2 -4.41 0.26 0.49  -0.252
F3 -3.20 1.87 1.12  -0.224
H1 0.58 -1.19 -2.36  0.454
H2 0.31 1.77 1.17  0.319
H3 1.76 2.54 0.04  0.291
H4 2.14 1.20 1.31  0.263
H5 -3.35 -1.11 -1.10  0.335
H6 -0.28 -4.79 1.11  0.246

In g mol⁻¹, the M values for the records above are, in order, 624.64; 223.13.